A | DFT (ωB97M-V/def2-TZVPD) results for one molecule with the formula C4H6O2.

Its charge is 0. The value obtained for the HOMO-LUMO gap is 11.6161 eV. The calculation puts the LUMO energy at 1.07 eV. For the HOMO energy, the calculation gives -0.388 Eh.

Each atom is followed by the atoms it is bonded to, with distances in Å.
CARTESIAN COORDINATES (ANGSTROEM)
1 H 0.0928 -1.8047 -1.0787  C4 1.087
2 O 0.0695 -0.5226 1.2100  C7 1.409, C12 1.358
3 O -0.4967 1.4025 2.3185  C12 1.197
4 C 0.6062 -0.8508 -1.1626  H1 1.087, H5 1.085, C6 1.507, C7 1.493
5 H 1.4617 -0.8523 -1.8300  C4 1.085
6 C -0.2353 0.3963 -1.0675  C4 1.507, C7 1.497, H9 1.087, H11 1.085
7 C 0.6762 0.0098 0.0549  O2 1.409, C4 1.493, C6 1.497, H8 1.084
8 H 1.5709 0.5930 0.2382  C7 1.084
9 H -1.3018 0.2526 -0.9146  C6 1.087
10 H -1.7147 -0.2021 1.9913  C12 1.095
11 H 0.0226 1.2675 -1.6598  C6 1.085
12 C -0.7515 0.3106 1.9003  O2 1.358, O3 1.197, H10 1.095

=====

B | DFT (ωB97M-V/def2-TZVPD) results for one molecule with the formula C4H6O2.

Its charge is 0. The value obtained for the HOMO-LUMO gap (spin up / spin down) is 8.5542 / 8.5181 eV. The calculation puts the LUMO energy (spin up / spin down) at -0.94 / -0.96 eV. For the HOMO energy (spin up / spin down), the calculation gives -0.349 / -0.348 Eh.

Each atom is followed by the atoms it is bonded to, with distances in Å.
CARTESIAN COORDINATES (ANGSTROEM)
1 H 2.8426 0.1797 -0.0999  C9 1.118
2 O 0.5195 1.6681 -0.0044  C11 1.316
3 C -1.5512 -0.3602 -0.5121  H4 1.092, H5 1.093, H8 1.096, C12 1.508
4 H -1.8954 -1.3657 -0.7650  C3 1.092
5 H -1.0734 0.1200 -1.3701  C3 1.093
6 H 0.8727 0.7075 1.7850  C11 1.109
7 H 1.6840 -0.0863 -1.3961  C9 1.112
8 H -2.4224 0.2497 -0.2458  C3 1.096
9 C 1.7490 0.0559 -0.2952  H1 1.118, H7 1.112, C11 1.697
10 O -0.6319 -1.3150 1.4979  C12 1.211
11 C 0.5155 0.5853 0.7428  O2 1.316, H6 1.109, C9 1.697, C12 1.523
12 C -0.6090 -0.4388 0.6627  C3 1.508, O10 1.211, C11 1.523

=====

C | DFT (ωB97M-V/def2-TZVPD) results for one molecule with the formula C4H6O2.

Its charge is 0. The value obtained for the HOMO-LUMO gap is 10.5414 eV. The calculation puts the LUMO energy at 0.68 eV. For the HOMO energy, the calculation gives -0.362 Eh.

Each atom is followed by the atoms it is bonded to, with distances in Å.
CARTESIAN COORDINATES (ANGSTROEM)
1 C 0.4884 -0.3405 -1.9059  O5 1.208, C7 1.529, H11 1.108
2 O 0.8504 -1.4113 0.7501  C8 1.213
3 H -0.1354 1.3560 -0.7592  C7 1.094
4 C -0.8127 0.1367 1.5273  H6 1.093, C8 1.489, H10 1.088, H12 1.095
5 O 0.1009 0.1110 -2.9571  C1 1.208
6 H -1.7138 -0.4100 1.2368  C4 1.093
7 C 0.4862 0.4689 -0.6090  C1 1.529, H3 1.094, C8 1.499, H9 1.124
8 C 0.2037 -0.3996 0.5801  O2 1.213, C4 1.489, C7 1.499
9 H 1.3727 0.7998 -0.0030  C7 1.124
10 H -0.5381 -0.0945 2.5542  C4 1.088
11 H 0.6958 -1.4238 -1.8040  C1 1.108
12 H -0.9980 1.2072 1.3897  C4 1.095

=====

D | DFT (ωB97M-V/def2-TZVPD) results for one molecule with the formula C4H6O2.

Its charge is 0. The value obtained for the HOMO-LUMO gap is 9.4094 eV. The calculation puts the LUMO energy at 0.65 eV. For the HOMO energy, the calculation gives -0.322 Eh.

Each atom is followed by the atoms it is bonded to, with distances in Å.
CARTESIAN COORDINATES (ANGSTROEM)
1 H 2.1498 -0.3460 -0.3181  C7 1.067
2 H -0.9822 -0.9916 1.2034  C10 1.129
3 H -2.4638 0.7262 -0.5909  O9 0.974
4 O 0.0814 2.0113 -0.0423  H6 0.922, C12 1.393
5 C 0.0169 -0.6330 -0.7993  C7 1.484, C10 1.561, H11 1.032, C12 1.527
6 H -0.6875 2.2964 0.3793  O4 0.922
7 C 1.1826 -0.4926 0.1087  H1 1.067, C5 1.484, H8 1.027, C12 1.521
8 H 1.1161 -1.1320 0.9090  C7 1.027
9 O -2.3269 0.0099 0.0552  H3 0.974, C10 1.352
10 C -1.0369 -0.3095 0.3057  H2 1.129, C5 1.561, O9 1.352, C12 1.531
11 H -0.0108 -0.7839 -1.8199  C5 1.032
12 C 0.1510 0.6235 0.0575  O4 1.393, C5 1.527, C7 1.521, C10 1.531

=====

Here are the energies relative to the best structure, in hartree: A 0.0098; B 0.1067; C 0.0000; D 0.0859.

=====

A | DFT (ωB97M-V/def2-TZVPD) results for a 2-piece molecular cluster, CH4N2 overall.

Its charge is 0. The value obtained for the HOMO-LUMO gap is 9.3610 eV. The calculation puts the LUMO energy at 0.02 eV. For the HOMO energy, the calculation gives -0.343 Eh.

Each atom is followed by the atoms it is bonded to, with distances in Å.
CARTESIAN COORDINATES (ANGSTROEM)
1 H 0.5349 0.0995 1.9802  no bonds
2 C 0.2275 0.4260 -0.3682  N4 1.483, H5 1.080, N6 1.431, H7 1.001
3 H -0.8838 -1.2959 -0.7348  N4 1.061
4 N -0.0623 -1.0085 -0.1273  C2 1.483, H3 1.061, N6 1.385
5 H -0.3200 0.8671 -1.1882  C2 1.080
6 N -0.5712 -0.0408 0.7229  C2 1.431, N4 1.385
7 H 1.0748 0.9526 -0.2846  C2 1.001

=====

B | DFT (ωB97M-V/def2-TZVPD) results for one molecule with the formula CH4N2.

Its charge is 0. The value obtained for the HOMO-LUMO gap is 10.1879 eV. The calculation puts the LUMO energy at 1.25 eV. For the HOMO energy, the calculation gives -0.329 Eh.

Each atom is followed by the atoms it is bonded to, with distances in Å.
CARTESIAN COORDINATES (ANGSTROEM)
1 N 0.1618 -0.6547 -0.0076  N3 1.441, C6 1.254
2 H -1.9556 -0.2940 0.2913  N3 1.088
3 N -1.0278 0.1572 -0.0530  N1 1.441, H2 1.088, H7 0.882
4 H 0.7391 1.4177 0.0746  C6 1.231
5 H 2.0423 -0.0639 0.2512  C6 1.079
6 C 1.0478 0.2323 -0.0456  N1 1.254, H4 1.231, H5 1.079
7 H -1.0503 1.0284 0.0808  N3 0.882

=====

C | DFT (ωB97M-V/def2-TZVPD) results for one molecule with the formula CH4N2.

Its charge is 0. The value obtained for the HOMO-LUMO gap is 10.5511 eV. The calculation puts the LUMO energy at 1.16 eV. For the HOMO energy, the calculation gives -0.345 Eh.

Each atom is followed by the atoms it is bonded to, with distances in Å.
CARTESIAN COORDINATES (ANGSTROEM)
1 N 0.7179 -0.6759 0.3714  H3 1.011, C6 1.351, H7 1.038
2 N -1.1393 0.1210 -0.5996  H5 1.013, C6 1.268
3 H 0.4275 -1.6178 0.1478  N1 1.011
4 H 0.2366 1.3346 0.4495  C6 1.099
5 H -1.8057 0.8805 -0.6685  N2 1.013
6 C -0.1308 0.3483 0.1348  N1 1.351, N2 1.268, H4 1.099
7 H 1.6938 -0.3907 0.1645  N1 1.038

=====

Here are the energies relative to the best structure, in hartree: A 0.1833; B 0.0991; C 0.0000.